1.
A cluster of 8 separate species, C34H68NO22P in total in a non-equilibrium geometry. Source: the OMol25 dataset; level of theory: ωB97M-V with the def2-TZVPD basis set.

Properties
- lowest unoccupied orbital energy (eV) = 0.20
- 2S+1 = 1
- orbital gap (eV) = 8.76

Cartesian coordinates (Å):
C: -2.99608 -5.28010 -6.94158
C: -4.00183 -4.02701 -7.14642
C: -3.59431 -2.85501 -6.11628
C: -3.29073 -1.43612 -6.85042
C: -2.39979 -0.50866 -5.86369
C: -2.90669 -0.51239 -4.33306
C: -2.91574 0.96746 -3.65284
C: -2.17372 0.94381 -2.20861
C: -2.36140 2.38441 -1.53312
C: -1.94486 2.47529 0.01979
C: -1.05106 1.25541 0.55936
P: 0.00867 1.96865 1.99693
C: 1.09496 0.59561 2.75235
O: 1.01861 3.23495 1.29720
C: 2.36752 2.95777 1.55876
N: 3.55857 2.79217 1.57994
H: -3.28046 -6.13469 -7.64217
H: -1.91160 -4.98611 -7.15142
H: -3.15890 -5.66634 -5.86518
H: -5.06309 -4.36750 -6.84405
H: -4.04443 -3.65613 -8.22818
H: -2.71840 -3.11240 -5.43111
H: -4.50936 -2.65785 -5.43730
H: -2.71238 -1.61609 -7.83624
H: -4.25218 -0.89417 -7.14888
H: -1.34281 -0.97696 -5.87801
H: -2.25200 0.55610 -6.29167
H: -3.95021 -0.94503 -4.18324
H: -2.13078 -1.13507 -3.74094
H: -2.45139 1.72464 -4.36868
H: -4.02292 1.22714 -3.46477
H: -2.61453 0.07174 -1.61947
H: -1.05689 0.76542 -2.45442
H: -1.77067 3.17302 -2.10885
H: -3.48478 2.64791 -1.59549
H: -2.90425 2.56017 0.65258
H: -1.35969 3.46564 0.14632
H: -1.75085 0.50151 1.05839
H: -0.33217 0.80532 -0.20350
H: 1.47760 -0.05530 1.89570
H: 1.90469 0.98499 3.45456
H: 0.39663 -0.05648 3.40494
C: 5.77751 2.38382 4.34129
O: 6.85737 3.26591 4.64550
C: 7.98678 3.00789 3.96609
O: 8.14220 2.12567 3.15743
O: 8.91407 3.90413 4.34450
C: 10.17556 3.74854 3.69769
H: 4.92006 2.68372 4.94497
H: 5.50131 2.46162 3.28789
H: 6.03691 1.35412 4.59837
H: 10.07412 3.88037 2.61818
H: 10.60953 2.77315 3.92870
H: 10.84310 4.52223 4.07873
C: 4.42959 1.07065 -0.76582
O: 4.18853 -0.31830 -1.00107
C: 3.30418 -0.56606 -1.98077
O: 2.72777 0.26181 -2.64245
O: 3.17265 -1.90041 -2.09530
C: 2.25539 -2.31445 -3.10721
H: 5.15612 1.15231 0.04284
H: 4.84949 1.54514 -1.65585
H: 3.51290 1.57248 -0.45671
H: 2.58760 -1.97523 -4.09071
H: 1.25006 -1.94622 -2.89031
H: 2.23058 -3.40486 -3.10847
C: -1.40067 -10.10091 -4.88862
O: -1.77169 -10.09448 -3.51118
C: -2.39282 -8.97165 -3.11359
O: -2.64484 -8.01729 -3.80766
O: -2.68410 -9.09718 -1.80804
C: -3.35161 -7.96857 -1.24676
H: -0.90903 -11.05183 -5.09678
H: -2.28399 -10.02170 -5.52620
H: -0.69643 -9.29372 -5.10201
H: -4.31243 -7.80456 -1.73965
H: -2.72490 -7.07659 -1.31541
H: -3.53594 -8.18054 -0.19300
C: -3.52222 8.01653 2.50807
O: -2.23546 8.17595 1.91206
C: -1.45696 7.08320 1.98165
O: -1.75721 6.02956 2.48837
O: -0.28576 7.36824 1.38842
C: 0.64752 6.28900 1.38857
H: -4.06264 8.95673 2.39426
H: -4.08692 7.23051 2.00152
H: -3.42892 7.79958 3.57430
H: 0.24893 5.43516 0.83861
H: 0.90694 6.00365 2.41058
H: 1.55339 6.63023 0.88578
C: 7.60441 -6.53266 -3.32789
O: 7.00567 -6.01653 -2.14104
C: 6.68255 -4.71278 -2.20889
O: 6.85675 -3.98829 -3.15861
O: 6.13308 -4.35911 -1.03678
C: 5.73752 -2.98744 -0.96457
H: 7.82196 -7.58805 -3.15957
H: 6.91708 -6.45202 -4.17304
H: 8.54274 -6.01632 -3.54238
H: 4.97686 -2.76569 -1.71480
H: 6.60222 -2.33042 -1.08429
H: 5.30812 -2.81398 0.02270
C: 1.25258 -4.64921 4.15037
O: 0.56006 -4.61349 5.39726
C: -0.31012 -3.59732 5.51529
O: -0.53436 -2.75493 4.67994
O: -0.88707 -3.68200 6.72511
C: -1.84288 -2.65684 6.99071
H: 1.92526 -5.50732 4.16731
H: 0.55080 -4.77657 3.32310
H: 1.84973 -3.74469 4.01487
H: -2.66799 -2.70472 6.27665
H: -1.36912 -1.67291 6.96838
H: -2.24226 -2.82482 7.99144
C: -8.45316 10.34435 4.87894
O: -8.28014 9.41951 5.95111
C: -7.07393 8.82873 5.97965
O: -6.17305 9.01800 5.19913
O: -7.04592 7.99041 7.02868
C: -5.81380 7.28807 7.18343
H: -9.45914 10.75841 4.95520
H: -7.73531 11.16388 4.95707
H: -8.35954 9.83914 3.91506
H: -4.99095 7.98601 7.35313
H: -5.61516 6.66123 6.31123
H: -5.90540 6.64324 8.05807

=====

2.
A structure of composition C34H68O14 in a non-equilibrium geometry. Source: the OMol25 dataset; level of theory: ωB97M-V with the def2-TZVPD basis set.

Properties
- relative energy (zero: lowest compared OMol25 entry of this formula, charge and spin) (kJ/mol) = 808.93
- lowest unoccupied orbital energy (eV) = 0.20
- 2S+1 = 1
- orbital gap (eV) = 8.78

Cartesian coordinates (Å):
O: -1.30542 -3.88456 1.55506
C: -0.96421 -5.04357 1.39857
O: -0.33238 -5.47939 0.20584
C: 0.09746 -4.57143 -0.69457
C: 0.88926 -5.24345 -1.78278
C: -1.42875 -6.22951 2.36061
H: 0.66763 -3.85910 -0.31946
H: -0.76940 -3.95579 -1.16720
H: 0.81765 -4.70802 -2.79420
H: 0.63630 -6.34987 -1.92800
H: 1.88946 -5.16864 -1.70348
H: -1.78480 -7.02823 1.64078
H: -2.23291 -6.00882 2.93145
H: -0.63211 -6.50630 2.97867
O: 1.44985 3.42510 -7.95931
C: 0.74115 2.65688 -7.22998
O: 0.92098 2.32684 -5.88491
C: 2.14736 2.83293 -5.33724
C: 2.34282 2.45127 -3.79959
C: -0.57308 2.18251 -7.69176
H: 1.96202 3.92365 -5.34738
H: 2.85102 2.55750 -6.06377
H: 3.51319 2.39148 -3.56723
H: 1.96037 1.43936 -3.59945
H: 1.76253 3.16198 -3.25912
H: -1.29745 2.77270 -7.01094
H: -1.01524 1.26478 -7.60989
H: -0.68617 2.27870 -8.86296
O: 2.69345 4.28899 -0.52326
C: 3.86193 4.03103 0.08347
O: 4.63138 4.89849 0.77639
C: 4.11411 6.12254 1.25374
C: 5.26882 6.64393 2.09069
C: 4.36476 2.63847 -0.08959
H: 3.18434 5.90236 1.85290
H: 3.79546 6.69572 0.42371
H: 5.52852 6.09361 3.06973
H: 5.11554 7.65049 2.54227
H: 6.00181 6.70922 1.50752
H: 4.49114 2.19036 0.87112
H: 5.37026 2.77957 -0.21139
H: 4.15560 2.10472 -1.11228
O: 2.92722 -0.11980 2.26253
C: 2.20077 -0.94717 2.88337
O: 1.21652 -0.68547 3.72881
C: 0.90567 0.61755 4.02455
C: -0.57840 0.70300 4.52625
C: 2.38361 -2.37439 2.48162
H: 0.96453 1.18525 3.15064
H: 1.41793 0.93822 4.96211
H: -0.83481 1.57228 4.99593
H: -0.73235 -0.09692 5.23399
H: -1.20827 0.48002 3.54541
H: 2.91844 -2.82949 3.25440
H: 2.79841 -2.77935 1.59600
H: 1.46848 -2.95524 2.64529
C: -1.37329 5.20934 0.70775
C: -1.43570 5.34752 2.21457
O: -2.61075 5.62839 2.86570
C: -0.21376 5.03210 3.03225
H: -0.52591 4.61782 0.35617
H: -1.03072 6.34882 0.22307
H: -2.23203 4.66845 0.44196
H: 0.29804 5.83024 3.15115
H: 0.52000 4.04372 2.65862
H: -0.24636 4.69740 4.22938
C: -4.16517 0.08135 0.26432
C: -5.42782 0.75368 -0.45581
O: -6.35265 -0.00639 -1.07505
C: -5.59995 2.23059 -0.35777
H: -3.07032 0.12493 -0.34331
H: -4.28801 -0.99773 0.51783
H: -4.05870 0.64410 1.18038
H: -4.73466 2.66284 -0.76893
H: -5.71319 2.50696 0.72862
H: -6.47034 2.71360 -0.81959
C: 0.84445 -2.95450 5.13427
C: 0.65775 -4.08200 4.22627
O: 1.53373 -4.91401 3.78575
C: -0.80575 -4.33849 3.56508
H: 0.62495 -1.89477 4.88066
H: 2.04197 -2.80565 5.45744
H: 0.31073 -2.94657 6.13270
H: -0.77957 -5.13352 3.09893
H: -1.17843 -3.54295 2.74683
H: -1.59595 -4.30969 4.37741
C: 1.93248 -1.63237 -3.24532
C: 0.51408 -1.41285 -3.61312
O: -0.52116 -1.82805 -2.85539
C: 0.21516 -0.87925 -5.03625
H: 1.79764 -2.48367 -2.48561
H: 2.34606 -0.73468 -2.67654
H: 2.63176 -1.91834 -4.05557
H: 0.41427 -1.64234 -5.71918
H: 0.73741 0.04118 -5.22206
H: -0.59070 -0.77903 -5.20704
C: -0.35623 -0.78875 0.33217
C: -0.22116 0.68697 0.24709
O: -0.90538 1.47407 1.12144
C: 0.83193 1.31127 -0.64763
H: -0.40943 -1.20308 1.36899
H: 0.50790 -1.25085 0.02010
H: -1.20898 -1.19996 -0.31130
H: 1.73338 0.65105 -0.52639
H: 0.88209 2.30173 -0.25008
H: 0.62614 1.69484 -1.69113
C: -4.99668 -4.04879 0.84932
C: -4.16664 -4.35509 -0.27000
O: -3.72160 -5.64362 -0.44118
C: -3.83471 -3.38370 -1.42387
H: -5.31300 -5.06106 1.40823
H: -6.00251 -3.56762 0.42504
H: -4.64630 -3.36980 1.54411
H: -3.36966 -3.79537 -2.25834
H: -3.07864 -2.56204 -1.01999
H: -4.80216 -2.92335 -1.80079